The following is a quantum chemistry calculation of C4H5GdLiO2 as an isolated structure, from OMol25.

**HOMO-LUMO gap (alpha / beta)**: 0.138 / 0.305 Ha
**⟨S²⟩**: 21.049
**Charge**: +2
**Energy**: -1078.3395 hartree
**ΔE to the lowest compared entry with this formula, charge and spin**: 2.070 eV
**Multiplicity**: 9
**HOMO (alpha / beta)**: -13.025 / -15.942 eV

Geometry (Å):
H -5.315416 -2.099184 -1.850289
C -6.958233 -1.698551 0.686163
C -6.657150 -2.854808 -0.075883
C -5.886637 -3.929124 0.435958
C -4.836426 -3.813445 1.341484
O -4.582685 -4.703562 2.225445
Gd -3.023492 -5.382040 4.092849
H -6.293442 -1.440721 1.529941
H -7.396320 -3.110119 -0.841765
H -6.037782 -4.916247 -0.008341
H -4.197890 -2.915334 1.325270
O -7.960248 -0.965508 0.493999
Li -9.520767 -0.918173 -0.396209

Forces on atoms 1 to 2 (eV/Å):
0.2 0.1 -0.3
0.0 0.4 0.2

And the Mulliken charges, in e, turn out to be: 0.051, 0.384, -1.003, 0.112, -0.105, -0.302, 1.246, 0.321, 0.278, 0.364, 0.435, -0.708, 0.928

The following is a quantum chemistry calculation of an isolated molecule of C4H8O, from OMol25.

**HOMO-LUMO gap**: 0.349 Ha
**Energy**: -232.4187 hartree
**SMILES**: C/C=C(/C)O
**ΔE to the lowest compared entry with this formula, charge and spin**: 0.732 eV
**HOMO**: -8.549 eV

Geometry (Å):
C 0.711243 -0.717749 1.604858
C 0.538427 0.287955 0.478640
C -0.301991 0.050948 -0.529317
O -1.220722 -0.954074 -0.497289
C -0.524635 0.974124 -1.673081
H 1.290645 -1.589159 1.306040
H 1.262312 -0.257467 2.421458
H -0.260544 -0.942035 2.041232
H 1.448270 0.838459 0.308306
H -1.165825 -1.429408 0.344916
H -1.522916 1.395311 -1.580155
H 0.148529 1.827551 -1.570483
H -0.402790 0.515545 -2.655122

Forces on atoms 1 to 2 (eV/Å):
-0.2 1.0 0.1
1.2 -1.7 0.0

And the Mulliken charges, in e, turn out to be: -1.394, -0.072, 0.636, -0.520, -1.148, 0.277, 0.335, 0.439, 0.256, 0.300, 0.279, 0.303, 0.308

The following is a quantum chemistry calculation of C19H15Co2N2O6 as an isolated structure, from OMol25.

**HOMO-LUMO gap**: 0.214 Ha
**Charge**: -1
**Energy**: -4059.3821 hartree
**ΔE to the lowest compared entry with this formula, charge and spin**: 2.392 eV
**HOMO**: -3.123 eV

Geometry (Å):
C -2.321337 1.056239 -1.232570
N -2.478427 -0.349504 -0.942933
C -1.514792 -1.266227 -1.290340
C -0.251536 -0.937116 -1.808647
N -1.875562 -2.464301 -0.709378
C -1.056434 -3.659475 -0.756911
C -2.910499 -2.229430 0.207726
C -3.285174 -0.887650 0.062277
C -4.082354 -0.246299 0.997402
C -4.540288 -1.010036 2.078909
C -4.163817 -2.355578 2.233228
C -3.316607 -2.991319 1.300733
H -3.143515 1.588557 -0.760887
H -1.360612 1.429922 -0.856957
H -2.360683 1.216937 -2.313731
H 0.359565 -1.765484 -2.166358
H -0.080648 0.052552 -2.222680
H -1.475634 -4.387866 -0.058143
H -1.069749 -4.085455 -1.769516
H -0.018076 -3.430806 -0.478695
H -4.323538 0.806254 0.852906
H -5.200156 -0.563482 2.818133
H -4.531919 -2.926897 3.087396
H -2.977990 -4.033287 1.388063
O 0.796889 3.967935 2.683269
C 1.709962 3.699647 2.014274
Co 2.968802 3.144549 0.953214
C 2.352227 3.773790 -0.570803
O 1.900871 4.197114 -1.552696
C 4.232437 4.206878 1.529170
O 5.038570 4.926342 1.943046
C 2.747468 1.131821 1.113286
C 2.023817 0.371383 0.191279
C 0.910335 -0.363233 -0.046785
Co 3.659596 0.781347 -0.402215
C 2.939408 1.204010 -1.966859
O 2.335539 1.436433 -2.937461
C 4.384457 -0.839568 -0.701051
O 4.844871 -1.836197 -1.073040
C 5.056736 1.892903 -0.298314
O 6.042779 2.432119 -0.596729
H 2.999340 0.806848 2.143052
H 1.079000 -1.343810 -0.588958
H -0.043323 -0.150559 0.505295

Forces on atoms 1 to 2 (eV/Å):
0.0 -0.3 0.0
-1.1 0.5 0.5

And the Mulliken charges, in e, turn out to be: -1.036, 0.080, -0.100, -1.643, 0.121, -0.934, 1.000, 1.116, -0.839, -0.638, -0.602, -0.875, 0.336, 0.347, 0.311, 0.707, 0.443, 0.307, 0.297, 0.300, 0.253, 0.349, 0.340, 0.222, -0.406, 0.136, 0.126, 0.068, -0.372, 0.237, -0.414, 0.250, -0.495, 0.080, 0.031, 0.015, -0.381, 0.012, -0.417, 0.264, -0.422, 0.473, 0.050, 0.301

The following is a quantum chemistry calculation of an isolated ion of composition C13H31N4O and charge +1, from OMol25.

**HOMO-LUMO gap**: 0.332 Ha
**Charge**: +1
**Energy**: -807.9313 hartree
**SMILES**: COCCCCC[C@@H]1CCC[NH2+][C@H]1CC(N)(N)N
**HOMO**: -11.842 eV

Geometry (Å):
C 2.968187 -3.452322 0.064189
O 3.418901 -2.191927 -0.415764
C 4.630212 -1.781073 0.208920
C 4.409836 -0.671906 1.302632
C 2.911127 -0.402737 1.628178
C 2.249706 0.636043 0.636644
C 1.018328 -0.076875 -0.018232
C 0.019124 0.859722 -0.774924
C 0.461664 2.367209 -0.836537
C -0.716250 3.307330 -1.344770
C -1.819878 2.508443 -2.075886
N -2.376949 1.369214 -1.279245
C -1.441646 0.837545 -0.238643
C -1.979260 -0.557905 0.185958
C -3.501468 -0.582516 0.541854
N -3.683862 -1.728478 1.464189
N -3.935456 0.616765 1.235477
N -4.389468 -0.848337 -0.619283
H 2.384962 -3.945690 -0.735572
H 2.276188 -3.294930 0.916242
H 3.785620 -4.128265 0.362524
H 5.217648 -2.614057 0.627424
H 5.239733 -1.315553 -0.590172
H 4.940507 -0.977336 2.225378
H 4.889462 0.273124 0.988145
H 2.340356 -1.340304 1.704970
H 2.894969 0.046106 2.641881
H 1.976958 1.505486 1.250991
H 2.988803 0.852358 -0.148665
H 1.442759 -0.767454 -0.770883
H 0.565033 -0.713423 0.756498
H -0.017902 0.525875 -1.836582
H 1.296071 2.449038 -1.551299
H 0.754302 2.763765 0.144846
H -0.303706 4.084838 -2.008935
H -1.108478 3.850727 -0.465483
H -2.657183 3.210799 -2.253843
H -1.476485 2.182672 -3.069543
H -2.533812 0.601292 -1.934077
H -3.278044 1.654785 -0.891404
H -1.489588 1.484442 0.654755
H -1.449171 -0.837140 1.114624
H -1.727102 -1.352892 -0.544264
H -3.656758 -2.572227 0.892357
H -4.636254 -1.711016 1.818032
H -3.473921 0.708811 2.128407
H -4.942460 0.618006 1.327560
H -4.569361 0.009566 -1.139382
H -3.915994 -1.459601 -1.279290

Forces on atoms 1 to 2 (eV/Å):
-0.9 -0.1 -0.1
0.6 -0.8 0.3

And the Mulliken charges, in e, turn out to be: -0.726, -0.290, -0.483, -0.800, -0.708, -0.355, -0.918, 0.734, -0.719, -0.849, -0.684, -0.006, -0.284, -1.224, 0.463, -0.621, -0.561, -0.630, 0.212, 0.280, 0.373, 0.318, 0.293, 0.381, 0.342, 0.166, 0.469, 0.272, 0.384, 0.055, 0.279, 0.343, 0.447, 0.159, 0.453, 0.306, 0.415, 0.332, 0.459, 0.494, 0.010, 0.377, 0.368, 0.278, 0.289, 0.240, 0.294, 0.271, 0.302

The following is a quantum chemistry calculation of a 11-piece molecular cluster, C32H66Cl8N4O6 overall, from OMol25.

**HOMO-LUMO gap**: 0.358 Ha
**Energy**: -5610.6242 hartree
**SMILES**: CCCC#N.CCCC#N.CCCC#N.CCCC#N.COCCOC.COCCOC.COCCOC.ClCCl.ClCCl.ClCCl.ClCCl
**HOMO**: -9.391 eV

Geometry (Å):
C -0.869834 2.957566 -3.375218
C -2.115692 3.057518 -4.223969
C -1.983102 4.183093 -5.313617
C -1.779772 5.429343 -4.540442
N -1.714676 6.468787 -3.992337
H 0.085699 2.869908 -3.967643
H -1.016930 2.147376 -2.716733
H -0.655613 3.892798 -2.807753
H -2.928405 3.327457 -3.516179
H -2.368113 2.120900 -4.743679
H -2.839129 4.194708 -6.003991
H -1.054294 4.077239 -5.921415
C -4.376326 -1.637063 2.323800
C -3.840169 -3.009639 1.729029
C -5.038683 -4.042238 1.415536
C -5.921000 -3.553534 0.397258
N -6.664058 -3.225659 -0.406048
H -5.191791 -1.879795 2.947016
H -4.778637 -1.002328 1.526572
H -3.609019 -1.124267 2.912533
H -3.259736 -3.513041 2.483828
H -3.222876 -2.901633 0.809461
H -5.591564 -4.284542 2.348977
H -4.640015 -5.010147 1.139611
C 3.061673 -0.231393 -3.290905
C 4.451879 -0.923575 -3.486606
C 5.151385 -1.505780 -2.231305
C 4.398190 -2.403757 -1.398788
N 3.844004 -3.172850 -0.715956
H 2.302567 -0.955474 -3.039023
H 2.714939 0.299209 -4.182215
H 3.188730 0.564498 -2.593001
H 5.175578 -0.298111 -4.052006
H 4.323488 -1.738853 -4.251226
H 5.348764 -0.665044 -1.533805
H 6.115674 -1.899423 -2.534966
C -4.262625 -3.802962 -3.676788
C -4.589259 -2.491563 -2.822580
C -5.825987 -1.711021 -3.251093
C -5.560868 -0.963846 -4.479718
N -5.359666 -0.361788 -5.467297
H -4.120486 -3.481580 -4.755508
H -4.982564 -4.659884 -3.505773
H -3.332787 -4.228218 -3.333004
H -3.772424 -1.805545 -3.017642
H -4.616999 -2.730909 -1.776143
H -6.133333 -1.004786 -2.543718
H -6.659290 -2.368131 -3.544166
C 1.869664 -2.530456 4.980921
O 1.090699 -1.457174 4.608776
C 0.394779 -0.824878 5.735459
C -0.350346 0.334612 5.136848
O -1.380837 -0.209108 4.294100
C -2.224684 0.862541 3.920986
H 2.434926 -2.961416 4.215002
H 1.305598 -3.329065 5.455929
H 2.554509 -2.213183 5.837464
H 1.198346 -0.550879 6.443011
H -0.295281 -1.495742 6.249218
H 0.386734 0.847168 4.535867
H -0.832132 0.970839 5.830725
H -1.555738 1.657545 3.632640
H -2.812465 1.231628 4.761340
H -2.885514 0.537254 3.166101
C 1.743975 1.052488 0.295308
O 0.765771 0.133474 0.527046
C 0.681775 -0.982436 -0.310325
C -0.540951 -1.757113 0.056880
O -1.741162 -1.407392 -0.561621
C -1.946779 -0.022877 -0.713097
H 1.775907 1.610599 1.244169
H 1.521070 1.643078 -0.611733
H 2.719655 0.543763 0.212829
H 1.587223 -1.587087 -0.171575
H 0.716299 -0.687781 -1.389328
H -0.664423 -1.721390 1.159093
H -0.327293 -2.820122 -0.162849
H -1.358759 0.363202 -1.517512
H -1.718875 0.503275 0.223796
H -2.976875 0.061205 -1.016600
C 4.653252 -2.185775 2.395780
O 4.516158 -1.259947 3.405848
C 3.941400 -0.032511 2.976533
C 4.580864 1.120862 3.732088
O 5.965877 1.202508 3.325607
C 6.447361 2.492791 3.791042
H 3.801533 -2.267844 1.720668
H 4.853659 -3.150793 2.875149
H 5.574486 -2.005194 1.739359
H 2.802473 0.048279 3.191294
H 4.091560 0.029451 1.908214
H 4.424043 0.970016 4.817371
H 3.981766 2.057071 3.485487
H 6.070820 3.231972 3.141393
H 7.491052 2.459407 3.571295
H 6.250389 2.672711 4.834721
C 5.488498 4.007728 0.220484
Cl 4.943267 2.303444 0.088372
Cl 4.955151 5.080017 -1.029525
H 5.085818 4.450438 1.156205
H 6.602200 3.975025 0.187835
C -0.864356 -2.723868 -3.768060
Cl 0.897876 -3.268996 -3.746594
Cl -1.047681 -1.082367 -4.397591
H -1.406293 -3.502137 -4.317998
H -1.118781 -2.636848 -2.699816
C -5.368219 2.471829 -1.303110
Cl -6.217208 1.194998 -0.477290
Cl -3.877070 2.973092 -0.362529
H -4.954061 2.117222 -2.214310
H -6.085958 3.263517 -1.367423
C 1.800850 4.466357 0.884391
Cl 2.731602 5.684661 1.660763
Cl 0.863905 5.194115 -0.476918
H 2.494716 3.790042 0.417848
H 1.007426 4.062181 1.543198

Forces on atoms 1 to 2 (eV/Å):
1.5 1.5 -0.9
-0.2 0.6 -0.7

Atom charges from the Mulliken analysis, given in e for atoms 1 to 99: -0.073, -0.128, -0.505, 0.266, -0.468, 0.311, -0.523, 0.214, 0.041, 0.346, 0.348, 0.262, -0.206, -0.096, -0.784, 0.391, -0.484, 0.615, 0.280, -0.650, 0.473, -0.184, 0.404, 0.369, -0.304, -0.752, -0.086, 0.283, -0.546, -0.153, 0.413, 0.087, 0.372, 0.309, -0.012, 0.440, -1.266, 0.889, 0.064, 0.055, -0.557, 0.334, 0.331, 0.290, -0.161, -0.484, 0.141, 0.364, -0.888, -0.093, -0.654, -0.573, -0.232, -0.752, 0.218, 0.343, 0.301, 0.452, 0.333, 0.233, 0.466, 0.363, 0.300, 0.165, -0.245, 0.029, 0.378, -1.052, -0.002, -0.110, -0.098, 0.282, -0.018, -0.030, -0.106, 0.281, 0.405, -0.179, 0.223, 0.089, -0.766, -0.446, 0.747, -0.732, -0.323, -0.660, 0.318, 0.330, 0.265, -0.117, 0.011, 0.389, 0.281, 0.115, 0.298, 0.319, -0.379, 0.021, -0.120

The following is a quantum chemistry calculation of a 3-piece molecular cluster, CH8NO3 overall, from OMol25.

**HOMO-LUMO gap**: 0.310 Ha
**Charge**: -1
**Energy**: -323.4089 hartree
**ΔE to the lowest compared entry with this formula, charge and spin**: 0.069 eV
**HOMO**: -3.983 eV

Geometry (Å):
N -1.142117 1.011481 1.773351
C -0.126042 0.883222 0.690608
O -0.492231 0.020580 -0.291141
H -1.899632 1.582215 1.384986
H -1.556143 0.069100 1.782390
H 0.072963 1.905526 0.318738
H 0.824229 0.585463 1.175282
H 0.468490 0.426872 -1.517446
H 1.379192 -0.108385 -2.625640
O 1.127828 0.726902 -2.230519
H 0.114963 -1.464370 -0.031422
H -0.176707 -2.766073 0.680683
O 0.556195 -2.328327 0.279540

Forces on atoms 1 to 2 (eV/Å):
-0.4 -0.2 -0.3
0.3 0.0 0.2

And the Mulliken charges, in e, turn out to be: -0.764, -0.273, -0.982, 0.279, 0.257, 0.285, 0.224, 0.479, 0.270, -0.744, 0.419, 0.270, -0.721